A single C5H6O2 molecule at a distorted geometry. Source: the OMol25 dataset; level of theory: ωB97M-V with the def2-TZVPD basis set.

```
! wB97M-V def2-TZVPD RIJCOSX def2/J DEFGRID3
* xyz 0 1
C -0.4822 -1.2072 -1.8188
C -0.5442 -0.1365 -0.6815
C -1.1584 0.4759 0.2489
C 0.1169 0.7969 0.2515
C 0.8378 0.3437 1.6366
O 0.5276 -0.6384 2.2709
O 1.8917 1.2555 1.9343
H 0.1107 -1.1567 -2.6377
H -1.5323 -1.3329 -2.2983
H -0.3742 -2.3568 -1.2458
H -2.0740 0.3196 0.9717
H 0.8096 1.7885 0.1024
H 1.8708 1.8485 1.2658
*
```

Calculated values
calculated total energy = -344.4265 a.u.
Kohn-Sham gap = 9.8506 eV
strongest force on any atom = 10.3 eV/A
HOMO level = -9.1017 eV
structure (SMILES) = CC1=C[C@H]1C(=O)O

=====

A gas-phase ion, C5H8Cl2N3 (charge +1) at a distorted geometry. Source: the OMol25 dataset; level of theory: ωB97M-V with the def2-TZVPD basis set.

```
! wB97M-V def2-TZVPD RIJCOSX def2/J DEFGRID3
* xyz 1 1
C 0.0316 1.5676 1.2751
C 0.3768 -0.1966 -1.0696
C 1.2860 0.9717 -0.7284
C -0.0170 -1.2609 -0.0737
C -1.3998 -1.7794 -0.0475
N -0.0703 -0.1278 -2.1995
N 0.7027 1.9171 0.1780
N -0.2471 0.3832 1.6038
Cl 2.8928 0.3953 -0.0212
Cl 1.1575 -2.3365 0.4718
H -0.4804 2.3928 1.8887
H 1.7152 1.4399 -1.7493
H -1.4229 -2.7092 -0.4840
H -2.2386 -1.0590 -0.4831
H -1.6786 -1.8122 1.0347
H -0.7133 -0.9040 -2.3168
H 0.9020 2.9488 0.1742
H -0.7967 0.1690 2.5469
*
```

Calculated values
calculated total energy = -1279.6196 a.u.
Kohn-Sham gap = 8.2797 eV
strongest force on any atom = 4.9 eV/A
HOMO level = -14.1717 eV

=====

A single C6H8N2O molecule at a distorted geometry. Source: the OMol25 dataset; level of theory: ωB97M-V with the def2-TZVPD basis set.

```
! wB97M-V def2-TZVPD RIJCOSX def2/J DEFGRID3
* xyz 0 1
C -1.6328 0.5070 2.0642
C -1.3216 1.2498 1.1671
C -0.7737 2.0455 0.0443
C 0.4940 1.3319 -0.5397
C 0.3755 -0.1223 -0.9196
O -0.4625 -0.5620 -1.6522
N 1.5239 -0.8844 -0.4801
N 1.3274 -2.1798 -0.0668
C 0.4224 -2.9207 -0.4629
H -1.6920 0.1537 3.0302
H -1.5753 2.2075 -0.7587
H -0.5263 2.9143 0.5450
H 1.1401 1.4427 0.2717
H 0.7064 1.8582 -1.4362
H 1.9877 -0.3990 0.3250
H 0.4445 -3.9830 -0.0288
H -0.4376 -2.6593 -1.1023
*
```

Calculated values
calculated total energy = -418.0431 a.u.
Kohn-Sham gap = 10.0593 eV
strongest force on any atom = 4.1 eV/A
HOMO level = -9.3346 eV
structure (SMILES) = C#CCCC(=O)NN=C

=====

A molecular structure, CH4NO3P at a distorted geometry. Source: the OMol25 dataset; level of theory: ωB97M-V with the def2-TZVPD basis set.

```
! wB97M-V def2-TZVPD RIJCOSX def2/J DEFGRID3
* xyz 0 1
C -0.2722 -1.1058 -0.2217
N -0.2149 -1.6387 -1.2767
O 0.9180 1.6087 0.0158
O 1.7608 1.2910 2.4320
O -0.4385 -0.5655 0.7969
P 1.0436 2.2210 1.3360
H -2.1100 -0.0527 -1.6784
H 0.3976 -1.6925 -2.0205
H 1.7426 0.3085 2.4275
H -2.8271 -0.3738 -1.8110
*
```

Calculated values
calculated total energy = -662.3400 a.u.
Kohn-Sham gap = 10.7048 eV
strongest force on any atom = 1.8 eV/A
HOMO level = -10.5825 eV

=====

- HOMO level of number 4 (CH4NO3P)?
  -10.5825 eV